# 1
DFT (ωB97M-V with the def2-TZVPD basis set) results for a molecular structure, H24Mg4O36S6 in a non-equilibrium geometry.

Values from the calculation:
HOMO energy	1.4	eV
molecular weight	889.8	Da
charge	-4
multiplicity	1
F_max	0.12020	Eh/bohr

```
70
Properties=species:S:1:pos:R:3:lowdin_charge:R:1
Mg -0.991 3.919 -2.224 1.154
Mg 4.514 -1.152 -1.099 1.273
Mg -2.074 -3.555 -1.680 1.419
Mg 0.669 -1.398 4.373 1.153
S -6.498 -2.396 -2.480 0.088
O -7.359 -3.582 -2.512 -0.442
O -6.189 -1.818 -3.761 -0.416
O -7.076 -1.345 -1.698 -0.385
O -5.211 -2.788 -1.822 -0.453
S -1.207 -5.210 2.512 0.113
O -2.350 -5.525 3.348 -0.388
O -0.549 -4.031 3.018 -0.355
O -0.220 -6.253 2.564 -0.297
O -1.705 -5.017 1.126 -0.436
S 2.304 -4.966 -2.064 0.107
O 2.601 -5.734 -3.245 -0.366
O 3.405 -3.994 -1.885 -0.402
O 1.038 -4.334 -2.250 -0.388
O 2.252 -5.920 -0.957 -0.324
S 0.204 0.068 0.202 0.108
O 1.495 -0.357 -0.314 -0.413
O -0.865 -0.837 -0.238 -0.414
O 0.256 0.048 1.655 -0.451
O -0.092 1.431 -0.289 -0.477
S 0.800 2.398 -6.247 0.095
O 0.188 1.051 -6.406 -0.398
O 0.385 3.040 -5.048 -0.402
O 2.239 2.295 -6.268 -0.423
O 0.279 3.286 -7.308 -0.386
S 4.568 -2.930 3.046 0.142
O 3.622 -2.019 3.713 -0.476
O 5.082 -2.223 1.866 -0.467
O 5.643 -3.289 3.995 -0.432
O 3.885 -4.173 2.639 -0.369
O 4.084 -0.474 -3.944 -0.068
H 3.876 -1.253 -4.460 0.054
H 3.815 0.260 -4.496 0.041
O 1.562 5.385 -1.637 -0.076
H 2.292 4.768 -1.684 0.048
H 1.911 6.198 -2.003 0.038
O -2.213 -1.762 -4.299 -0.050
H -1.502 -1.279 -4.722 0.043
H -2.854 -1.902 -4.995 0.045
O 1.200 1.206 5.918 -0.071
H 0.691 1.999 6.086 0.036
H 1.787 1.135 6.671 0.038
O -4.131 0.957 0.899 -0.051
H -3.636 1.735 0.642 0.005
H -3.516 0.232 0.785 0.031
O -2.512 4.935 0.101 -0.081
H -3.388 5.235 0.344 0.046
H -2.091 4.724 0.934 0.027
O -3.096 2.034 -3.043 -0.074
H -3.849 2.067 -3.633 0.050
H -2.790 1.129 -3.093 0.051
O 3.750 2.320 2.661 -0.040
H 3.671 1.544 3.215 0.042
H 3.614 3.056 3.258 0.015
O -2.307 -1.021 5.454 -0.077
H -3.030 -1.543 5.105 0.055
H -2.493 -0.949 6.390 0.026
O 0.014 4.177 2.649 -0.053
H 0.862 4.619 2.604 0.023
H 0.183 3.299 2.306 0.036
O 5.315 1.597 -0.609 -0.056
H 4.994 1.911 0.236 0.033
H 5.440 2.392 -1.128 0.042
O -3.273 2.945 4.485 -0.057
H -2.539 3.552 4.392 0.010
H -2.887 2.080 4.350 0.029
```



# 2
DFT (ωB97M-V with the def2-TZVPD basis set) results for 2 unconnected molecules or ions with the total composition CH6NO2.

Values from the calculation:
HOMO energy	-3.1	eV
molecular weight	64.1	Da
charge	-1
multiplicity	1
F_max	0.01063	Eh/bohr

```
10
Properties=species:S:1:pos:R:3:lowdin_charge:R:1
O 0.824 0.506 -2.198 -0.199
H 0.977 0.412 -1.163 -0.026
N -1.043 -0.678 0.475 -0.035
C 0.045 0.189 1.075 -0.560
O 1.161 0.254 0.340 -0.323
H -0.998 -1.575 0.937 0.013
H -0.727 -0.831 -0.473 0.017
H 0.228 -0.273 2.067 0.069
H -0.377 1.195 1.214 0.064
H -0.090 0.800 -2.274 -0.019
```



# 3
DFT (ωB97M-V with the def2-TZVPD basis set) results for a molecular structure, C49H55FeN8S in a non-equilibrium geometry.

Values from the calculation:
HOMO energy (alpha / beta)	-5.9 / -5.9	eV
molecular weight	843.9	Da
charge	0
<S²>	8.83
multiplicity	6
F_max	0.03900	Eh/bohr

```
114
Properties=species:S:1:pos:R:3:lowdin_charge:R:1
Fe 0.105 -0.192 -0.096 0.827
C -0.963 -1.638 6.034 -0.085
C -0.919 -2.747 4.981 -0.192
C -1.200 -2.234 3.608 -0.128
C -2.392 -2.182 2.961 -0.129
C -3.712 -2.698 3.426 -0.198
C -4.072 -4.039 2.784 -0.085
C -2.141 -1.558 1.671 -0.211
C -3.142 -1.283 0.756 0.021
C -2.932 -0.752 -0.513 -0.221
C -4.028 -0.430 -1.437 -0.113
C -5.476 -0.548 -1.086 -0.188
C -5.997 0.739 -0.445 -0.079
C -3.481 0.036 -2.573 -0.074
C -1.984 -0.017 -2.401 -0.348
C -0.245 0.529 -3.536 -0.179
C 1.159 0.448 -3.096 -0.246
N 1.506 0.205 -1.836 0.078
C 2.885 0.271 -1.824 -0.235
C 3.664 0.216 -0.687 0.082
C 3.228 -0.046 0.606 -0.242
N 1.963 -0.382 0.988 0.071
C 2.068 -0.761 2.298 -0.231
C 1.067 -1.379 3.078 0.033
C -0.240 -1.625 2.713 -0.250
N -0.823 -1.231 1.535 0.062
C 3.415 -0.565 2.780 -0.146
C 4.145 -0.112 1.718 -0.139
C 5.592 0.266 1.673 -0.199
C 5.791 1.780 1.635 -0.089
C 3.882 -0.867 4.169 -0.205
C 4.308 -2.326 4.337 -0.089
C 3.386 0.527 -3.138 -0.135
C 2.278 0.638 -3.949 -0.140
C 2.225 0.844 -5.427 -0.193
C 2.051 -0.472 -6.185 -0.076
C 4.826 0.610 -3.518 -0.195
C 5.459 -0.770 -3.694 -0.083
N -1.746 -0.477 -1.050 0.024
C -4.212 0.443 -3.806 -0.176
C -4.059 1.918 -4.154 -0.074
H -0.737 -2.026 7.026 0.070
H -1.949 -1.177 6.062 0.074
H -0.242 -0.854 5.802 0.066
H -1.651 -3.517 5.236 0.108
H 0.056 -3.239 5.004 0.109
H -4.494 -1.966 3.209 0.109
H -3.694 -2.808 4.512 0.104
H -4.103 -3.952 1.699 0.069
H -5.043 -4.392 3.130 0.069
H -3.325 -4.792 3.031 0.076
H -4.154 -1.507 1.049 0.088
H -5.627 -1.384 -0.402 0.103
H -6.059 -0.776 -1.980 0.106
H -5.430 0.974 0.454 0.072
H -7.047 0.645 -0.171 0.071
H -5.893 1.576 -1.134 0.064
H -0.296 0.942 -4.547 0.140
H 4.724 0.373 -0.815 0.107
H 1.342 -1.681 4.078 0.095
H 6.073 -0.191 0.804 0.107
H 6.099 -0.147 2.549 0.104
H 5.291 2.215 0.772 0.069
H 6.849 2.035 1.585 0.069
H 5.369 2.242 2.526 0.076
H 3.091 -0.630 4.887 0.102
H 4.721 -0.212 4.416 0.105
H 3.489 -3.000 4.091 0.069
H 4.624 -2.529 5.361 0.068
H 5.136 -2.560 3.670 0.074
H 3.142 1.336 -5.761 0.103
H 1.408 1.526 -5.685 0.102
H 2.935 -1.098 -6.076 0.069
H 1.877 -0.303 -7.246 0.071
H 1.213 -1.040 -5.780 0.051
H 5.380 1.167 -2.758 0.105
H 4.927 1.179 -4.445 0.103
H 5.391 -1.343 -2.770 0.073
H 6.509 -0.688 -3.973 0.069
H 4.941 -1.333 -4.468 0.066
H -5.269 0.200 -3.678 0.104
H -3.850 -0.141 -4.648 0.094
H -4.485 2.555 -3.376 0.059
H -4.568 2.136 -5.090 0.075
H -3.009 2.181 -4.260 0.060
N -1.663 -1.125 -4.707 0.062
C -1.085 -0.763 -3.437 -0.764
S -0.309 -2.263 -2.810 0.785
N -1.222 1.262 -2.681 0.033
N -0.706 1.720 -1.456 0.095
C -1.338 2.698 -0.892 -0.140
C -2.330 3.583 -1.543 -0.184
C -3.590 3.806 -0.995 -0.050
C -4.453 4.722 -1.576 -0.083
C -4.061 5.427 -2.705 -0.084
C -2.810 5.204 -3.259 -0.075
C -1.950 4.285 -2.685 -0.033
C -0.983 2.901 0.540 -0.174
C -1.283 4.079 1.233 -0.004
C -1.038 4.136 2.592 -0.052
C -0.502 3.023 3.224 -0.037
C -0.197 1.906 2.458 -0.097
N -0.420 1.834 1.154 0.109
H -2.252 -1.946 -4.609 0.079
H -0.930 -1.340 -5.374 0.065
H -3.899 3.255 -0.117 0.117
H -5.432 4.883 -1.147 0.105
H -4.731 6.144 -3.156 0.103
H -2.503 5.748 -4.141 0.106
H -0.971 4.111 -3.109 0.120
H -1.690 4.929 0.711 0.116
H -1.267 5.034 3.149 0.110
H -0.312 3.014 4.286 0.106
H 0.258 1.037 2.909 0.094
```



# 4
DFT (ωB97M-V with the def2-TZVPD basis set) results for 4 unconnected molecules or ions with the total composition C3H15NO3 in a non-equilibrium geometry.

Values from the calculation:
HOMO energy	-9.7	eV
molecular weight	113.2	Da
charge	0
multiplicity	1
F_max	0.02814	Eh/bohr
structure (SMILES)	CCCN.O.O.O

```
22
Properties=species:S:1:pos:R:3:lowdin_charge:R:1
C 2.127 -1.436 1.123 -0.120
C 0.994 -2.464 0.945 -0.248
C 0.580 -2.447 -0.537 -0.269
N -0.166 -1.209 -0.808 -0.022
H 3.071 -1.835 0.757 0.070
H 2.392 -1.187 2.165 0.069
H 1.799 -0.463 0.761 0.062
H 1.297 -3.458 1.271 0.099
H 0.198 -2.179 1.639 0.100
H 0.071 -3.376 -0.804 0.103
H 1.496 -2.351 -1.120 0.104
H -0.729 -0.964 -0.013 0.058
H -0.793 -1.238 -1.606 0.087
O -0.349 4.377 0.388 -0.078
H -1.180 4.859 0.220 0.038
H -0.510 3.549 -0.100 0.007
O 0.420 1.550 -1.396 -0.087
H 1.366 1.625 -1.569 0.036
H 0.252 0.588 -1.383 -0.021
O -3.107 0.513 0.401 -0.069
H -2.817 0.677 1.308 0.037
H -2.909 1.362 -0.048 0.046
```



# 5
DFT (ωB97M-V with the def2-TZVPD basis set) results for a single C4H4O2 molecule.

Values from the calculation:
HOMO energy	-9.4	eV
molecular weight	84.1	Da
charge	0
multiplicity	1
F_max	0.01001	Eh/bohr
structure (SMILES)	O=CC=C=CO

```
10
Properties=species:S:1:pos:R:3:lowdin_charge:R:1
O -1.111 0.954 2.744 0.039
C -1.182 0.349 1.697 -0.276
C 0.035 0.066 0.909 -0.076
C 0.127 -0.422 -0.308 0.005
C 0.727 -0.728 -1.436 -0.193
O 0.921 0.135 -2.464 0.022
H -2.156 0.012 1.289 0.122
H 0.958 0.357 1.409 0.119
H 1.109 -1.722 -1.643 0.125
H 0.572 0.998 -2.197 0.113
```